[1]
# H25O12S

H25O12S as an isolated structure at a distorted geometry (ωB97M-V/def2-TZVPD, the OMol25 dataset).

Last column: natural (NBO) charge in e.
Positions of all 38 atoms, in Å:
O  -0.495  -0.521  -2.465  -1.040
O  2.291  -1.256  -3.396  -0.974
H  1.370  -0.945  -3.260  0.489
H  -1.010  2.951  0.361  0.492
H  -1.059  -1.272  -2.747  0.487
O  -2.904  -1.231  -0.142  -1.125
H  2.694  -1.197  -2.588  0.466
H  0.010  3.768  1.047  0.472
H  -2.582  2.019  1.461  0.457
O  3.865  -1.217  -1.083  -0.960
O  2.834  -0.389  1.608  -0.977
H  1.864  -0.378  1.361  0.511
H  -2.290  -0.968  2.737  0.486
S  1.303  -2.196  3.332  -0.311
H  0.852  3.203  -0.999  0.484
O  -0.679  -2.498  -0.513  -0.972
H  -3.835  -1.523  -0.086  0.470
H  -2.568  0.415  -0.751  0.505
H  3.172  -1.824  -1.044  0.458
H  1.348  2.409  -2.096  0.456
H  -0.499  -0.456  0.945  0.506
H  -0.036  -0.028  -0.470  0.491
H  -1.542  -2.176  -0.345  0.476
O  -2.121  1.133  -1.137  -0.956
H  -1.231  0.217  -2.143  0.503
O  -0.302  3.532  0.212  -0.955
H  -2.342  -1.225  0.909  0.508
O  0.327  0.022  0.525  -1.025
H  1.857  -1.010  3.370  0.132
H  -1.677  0.820  1.738  0.512
O  1.650  3.055  -1.483  -0.968
H  0.404  -1.599  2.564  0.165
O  -1.734  1.767  1.537  -1.000
H  3.572  -0.605  -0.305  0.506
H  -1.493  1.219  -0.427  0.482
H  -0.195  -1.646  -0.330  0.452
O  -1.691  -0.760  1.934  -1.160
H  2.871  0.389  2.169  0.461

Cartesian forces, eV/Å:
O -2.4 1.9 0.3
O -2.6 -0.1 -3.5
H 0.7 -0.2 0.0
H -1.5 -1.5 0.7
H 0.6 0.4 0.6
O -0.8 -0.2 0.7
H 1.8 0.6 3.1
H 0.8 0.4 2.1
H -4.8 1.1 -0.3
O 0.7 3.1 2.0
O -0.9 0.5 -0.5
H 1.1 -0.1 -0.3
H 1.8 0.5 -2.0
S -0.5 -0.7 0.5
H -0.9 0.6 1.2
O 2.7 0.5 0.2
H 0.9 0.2 0.2
H -2.1 -2.6 0.6
H -1.7 -2.1 0.2
H 0.1 -1.0 -1.1
H 2.1 1.2 0.2
H 2.0 0.5 2.4
H -2.1 -0.1 -0.1
O 0.9 1.8 -1.5
H 2.0 -1.9 -0.9
O 0.6 1.5 -2.6
H -0.9 0.9 -0.2
O -3.3 -1.3 -2.8
H 0.7 0.3 0.5
H -0.3 -1.1 0.4
O 1.3 0.3 -0.4
H -0.8 -0.3 -0.3
O 4.5 0.4 0.4
H 1.0 -1.2 -1.6
H 0.9 0.9 0.6
H 0.0 -2.1 -0.5
O -2.1 -1.3 1.9
H 0.4 0.3 -0.1

Relative energy (zero: lowest compared OMol25 entry of this formula, charge and spin): 1.047 eV
Lowest unoccupied orbital energy: 2.632 eV
Net charge: -1
Total energy: -1316.07939 hartree
HOMO-LUMO gap: 9.078 eV

***

[2]
# H26HeKrO13

H26HeKrO13 as an isolated structure at a distorted geometry (ωB97M-V/def2-TZVPD, the OMol25 dataset).

Last column: natural (NBO) charge in e.
Positions of all 41 atoms, in Å:
O  0.137  3.113  -1.757  -0.999
Kr  0.251  -0.207  0.340  0.000
H  -0.353  3.297  0.172  0.505
H  1.164  0.141  -2.854  0.494
H  -0.138  -0.918  3.102  0.464
H  -2.802  0.249  -1.323  0.498
O  -2.923  -2.742  -0.010  -0.964
H  4.303  -0.073  1.810  0.482
H  -4.041  -0.473  1.947  0.481
H  3.474  -2.659  -1.549  0.467
H  -1.520  -0.400  2.766  0.490
O  -0.926  -0.550  3.501  -0.979
H  -3.584  -0.806  -2.076  0.487
O  1.648  0.966  -2.844  -0.992
H  -3.140  0.488  1.200  0.495
H  -1.413  3.845  1.103  0.460
O  -0.336  -1.123  -3.253  -0.973
O  -0.684  3.226  1.067  -0.953
H  2.294  0.857  -2.145  0.494
H  2.988  -0.708  2.210  0.501
H  -3.003  -2.340  0.855  0.476
H  -0.231  3.315  -2.617  0.477
H  -3.060  2.195  -0.928  0.491
O  3.456  -0.347  1.458  -0.970
H  -0.784  -1.110  -4.098  0.473
H  3.634  -1.959  -0.216  0.477
H  -1.033  -0.989  -2.610  0.498
He  1.459  -3.237  0.745  0.001
H  1.598  -1.463  3.741  0.478
O  -2.693  -0.502  -1.907  -0.980
H  1.242  -2.815  3.160  0.497
H  -2.281  2.232  0.370  0.509
O  3.240  1.422  -0.637  -0.979
O  3.990  -2.674  -0.743  -0.946
O  -2.900  1.696  -0.127  -0.992
H  0.652  2.319  -1.898  0.512
H  -2.570  -2.047  -0.566  0.478
H  3.165  0.733  0.024  0.497
O  1.511  -1.931  2.911  -0.956
O  -3.120  -0.252  1.807  -0.976
H  3.329  2.230  -0.132  0.479

Cartesian forces, eV/Å:
O -0.6 0.7 0.7
Kr -0.1 0.0 -0.2
H 0.4 0.1 -0.9
H -0.6 -0.5 -0.3
H 0.1 -0.2 -0.2
H 0.3 0.4 0.6
O -0.2 -0.6 0.0
H 0.4 0.1 0.0
H -0.2 -0.1 0.2
H -0.1 0.0 -0.2
H -0.5 0.1 -0.1
O 0.2 0.1 0.6
H -0.2 -0.3 -0.2
O -0.2 0.3 -0.2
H 0.0 0.3 -0.4
H 0.0 0.5 0.2
O 0.7 -0.2 -0.1
O -0.6 -0.4 0.5
H 0.6 0.3 0.4
H -0.5 -0.5 0.0
H 0.1 0.2 0.2
H 0.0 0.1 -0.2
H -0.1 0.3 -0.2
O 0.2 0.1 -0.1
H 0.0 0.0 -0.2
H -0.1 0.3 0.3
H -0.5 0.1 0.3
He 0.0 -0.1 -0.1
H 0.0 0.1 0.5
O 0.0 -0.3 -0.3
H 0.0 -0.4 0.0
H 1.0 0.2 0.4
O 0.2 0.2 -0.5
O 0.2 -0.2 0.0
O -0.6 -0.2 -0.4
H 0.6 -0.8 -0.4
H 0.2 0.3 -0.2
H 0.0 -0.4 0.5
O 0.3 0.4 -0.1
O 0.0 -0.4 0.2
H -0.1 0.3 0.0

Relative energy (zero: lowest compared OMol25 entry of this formula, charge and spin): 0.000 eV
Lowest unoccupied orbital energy: -0.063 eV
Total energy: -3750.24803 hartree
HOMO-LUMO gap: 10.581 eV

***

[3]
# H26HeO13

H26HeO13 as an isolated structure at a distorted geometry (ωB97M-V/def2-TZVPD, the OMol25 dataset).

Last column: natural (NBO) charge in e.
Positions of all 40 atoms, in Å:
H  13.414  -11.545  -4.746  0.479
O  14.831  -15.994  -1.984  -1.002
H  13.160  -9.487  -0.953  0.488
O  11.743  -14.975  -4.733  -0.966
H  10.816  -10.761  -2.537  0.478
H  14.496  -16.633  -5.056  0.472
O  13.845  -16.793  -4.373  -0.953
H  12.020  -16.967  0.030  0.483
H  12.688  -15.710  0.547  0.472
O  13.181  -11.385  1.707  -0.956
O  16.081  -13.418  -1.354  -0.961
H  11.412  -14.170  -5.131  0.504
H  15.368  -13.909  -1.762  0.490
O  16.443  -9.656  -1.360  -0.952
H  13.727  -11.183  2.466  0.482
H  13.153  -12.342  1.680  0.480
H  10.636  -11.217  -0.239  0.479
H  13.802  -10.665  -0.250  0.509
H  15.292  -13.676  -5.089  0.475
H  16.089  -13.716  -0.445  0.463
H  15.548  -9.986  -1.441  0.475
H  14.106  -16.159  -1.381  0.488
H  16.950  -10.186  -1.975  0.472
H  11.995  -11.148  -0.904  0.484
O  10.289  -10.266  -3.165  -0.953
O  11.149  -11.593  -0.955  -0.985
O  10.940  -14.321  -1.930  -0.969
O  12.899  -10.751  -4.599  -0.947
O  13.431  -10.395  -1.091  -0.953
H  9.887  -9.570  -2.645  0.454
O  15.011  -12.787  -5.309  -0.951
H  14.443  -16.078  -2.855  0.484
H  11.426  -13.514  -1.760  0.484
H  13.118  -16.211  -4.593  0.494
H  11.208  -14.581  -2.812  0.470
H  10.987  -15.561  -4.712  0.486
H  12.807  -10.697  -3.648  0.462
He  13.298  -13.203  -2.177  0.001
O  12.874  -16.545  0.116  -0.944
H  15.818  -12.274  -5.312  0.481

Cartesian forces, eV/Å:
H 0.4 -0.3 -0.1
O 0.6 0.7 0.4
H 0.0 0.5 0.0
O 0.0 -0.2 0.2
H -0.2 -0.4 0.4
H 0.2 -0.1 -0.2
O 0.2 -0.3 0.0
H -0.2 -0.1 -0.1
H -0.1 0.2 0.0
O 0.0 0.2 -0.3
O 0.2 0.8 0.0
H 0.0 0.4 -0.2
H -0.1 -0.7 -0.1
O 0.2 0.3 0.2
H 0.2 0.1 0.2
H -0.1 -0.3 -0.1
H -0.3 -0.1 0.2
H 0.2 -0.3 0.7
H 0.0 -0.2 0.1
H 0.1 -0.2 0.1
H -0.3 -0.2 -0.2
H -0.4 -0.3 0.4
H 0.1 -0.2 -0.1
H 0.9 0.3 0.0
O -0.2 0.5 -0.7
O -0.7 -0.7 0.1
O -0.2 -0.4 0.3
O -0.1 0.1 -0.2
O 0.4 0.2 -0.5
H -0.1 0.1 0.1
O -0.3 0.0 -0.1
H -0.2 -0.4 -0.5
H -0.2 0.4 0.2
H -0.4 0.5 -0.2
H 0.2 -0.1 -0.3
H -0.3 -0.3 -0.1
H -0.1 0.1 0.2
He 0.1 0.1 -0.1
O 0.3 -0.1 0.1
H 0.2 0.2 0.0

Relative energy (zero: lowest compared OMol25 entry of this formula, charge and spin): 1.769 eV
Lowest unoccupied orbital energy: -0.237 eV
Total energy: -996.60126 hartree
HOMO-LUMO gap: 10.323 eV

***

Asked for highest occupied orbital energy across the records above, the calculation gives -6.445; -10.644; -10.560 eV in order.